This record from the OMol25 dataset describes a gas-phase ion, C2H8N5 (charge +1). The level of theory is ωB97M-V/def2-TZVPD.

The value obtained for the lowest unoccupied orbital energy is -4.591 eV. The spin multiplicity is 1. As for the SMILES: [H]/N=C(NN)\[NH+]=C\N. The calculated total energy is -9643.5077 eV. The HOMO energy comes out at -12.16 eV. The net charge is +1. Its HOMO-LUMO gap is 7.572 eV. As for the relative energy (zero: lowest compared OMol25 entry of this formula, charge and spin): 4.4722 eV. As for the largest force on an atom: 7.03 eV Å⁻¹.

Structure (XYZ):
```
15
C2H8N5 (ωB97M-V/def2-TZVPD)
H 0.68089 -2.25001 0.09618
N -0.05809 -1.95851 -0.53505
C -0.27356 -0.32845 -0.47836
N -0.72419 0.17281 -1.64589
N -1.12384 -0.77894 -2.57839
N 0.08609 0.64512 0.48296
C 0.59775 0.40514 1.63846
N 0.80764 1.25406 2.61710
H -0.68311 1.10293 -1.90153
H -0.96856 -1.77182 -2.21848
H -0.63514 -0.75137 -3.49239
H -0.21798 1.62689 0.08684
H 0.61481 -0.63847 1.94287
H 1.17385 0.94362 3.41794
H 0.72344 2.32701 2.56775
```

***

This record from the OMol25 dataset describes a molecular structure, C6H13Br2O3P. The level of theory is ωB97M-V/def2-TZVPD.

The value obtained for the lowest unoccupied orbital energy (spin up / spin down) is -1.126 / 0.123 eV. The spin multiplicity is 1. The calculated total energy is -161946.2181 eV. The HOMO energy (spin up / spin down) comes out at -8.77 / -8.88 eV. Its HOMO-LUMO gap (spin up / spin down) is 7.640 / 8.999 eV. As for the relative energy (zero: lowest compared OMol25 entry of this formula, charge and spin): 0.7919 eV. As for the largest force on an atom: 3.49 eV Å⁻¹.

Structure (XYZ):
```
25
C6H13Br2O3P (ωB97M-V/def2-TZVPD)
C -1.83208 -1.67626 1.97060
C -0.57531 -0.96746 -2.86471
C 0.04524 2.90949 0.57604
C 2.94940 0.65649 -0.49454
C -1.74012 -1.42947 0.48143
C -0.40835 -1.02392 0.02952
O 1.22657 0.23476 1.80492
O -0.44525 1.60832 0.34344
O 1.56068 0.54944 -0.81792
P 0.53515 0.36570 0.46933
Br -3.07472 -0.12293 -0.23116
Br 0.81199 -2.43406 0.06238
H -2.52645 -0.98747 2.43041
H -2.15176 -2.80048 2.16615
H -0.94368 -1.50865 2.50522
H 0.42566 -0.71815 -3.22613
H -1.44045 -0.32233 -2.94522
H -0.78622 -2.01643 -2.58771
H 1.00972 2.83107 1.24373
H -0.60228 3.72242 0.99433
H 0.28972 3.38137 -0.43635
H 3.38410 -0.12566 0.24592
H 3.14910 1.75281 -0.26363
H 3.43509 0.45538 -1.45511
H -2.29576 -2.33399 -0.00094
```

***

This record from the OMol25 dataset describes 2 unconnected molecules or ions with the total composition C6H12. The level of theory is ωB97M-V/def2-TZVPD.

The value obtained for the lowest unoccupied orbital energy is 1.261 eV. The spin multiplicity is 1. As for the SMILES: C/C=C/C.C=C. The calculated total energy is -6415.1265 eV. The HOMO energy comes out at -9.11 eV. Its HOMO-LUMO gap is 10.372 eV. As for the relative energy (zero: lowest compared OMol25 entry of this formula, charge and spin): 1.8142 eV. As for the largest force on an atom: 0.21 eV Å⁻¹.

Structure (XYZ):
```
18
C6H12 (ωB97M-V/def2-TZVPD)
C -1.88302 -0.59129 -1.78660
C -0.54908 -0.52730 -1.10210
C -0.08714 -1.44315 -0.25288
C 1.25529 -1.39239 0.41661
H -2.46902 -1.44601 -1.43254
H -1.76350 -0.68948 -2.87279
H -2.46793 0.31972 -1.61101
H 0.07481 0.33959 -1.32871
H -0.71517 -2.30513 -0.01820
H 1.87891 -2.24370 0.11699
H 1.15804 -1.43907 1.50937
H 1.78878 -0.47141 0.16176
C 1.27742 2.06724 1.48806
C -0.01847 1.89910 1.25014
H 1.88791 1.26710 1.90060
H 1.78341 3.00679 1.28048
H -0.51850 0.95355 1.44425
H -0.63273 2.69585 0.83657
```

***

This record from the OMol25 dataset describes 15 unconnected molecules or ions with the total composition C48H123Cl6N18O12P3. The level of theory is ωB97M-V/def2-TZVPD.

The value obtained for the lowest unoccupied orbital energy is -0.210 eV. The spin multiplicity is 1. The calculated total energy is -206169.4104 eV. The HOMO energy comes out at -8.31 eV. Its HOMO-LUMO gap is 8.104 eV. As for the largest force on an atom: 3.63 eV Å⁻¹.

Structure (XYZ):
```
210
C48H123Cl6N18O12P3 (ωB97M-V/def2-TZVPD)
O -27.17956 11.60101 -21.18339
P -25.90503 11.01837 -20.63834
N -24.93559 10.44443 -21.92443
C -23.53262 9.88633 -21.79453
C -25.61912 9.94865 -23.11823
N -26.12387 9.73786 -19.52144
C -26.91135 9.93034 -18.33550
C -26.37075 8.36966 -20.09803
N -24.93093 12.19333 -19.80059
C -23.80769 11.75467 -18.97750
C -25.30384 13.59903 -19.60062
H -22.81311 10.67867 -21.58813
H -23.26118 9.32211 -22.68677
H -23.54108 9.15414 -20.98711
H -24.85148 9.96943 -23.89180
H -26.35223 10.69014 -23.43578
H -26.10082 8.98290 -22.96526
H -26.61481 10.73969 -17.66832
H -27.98254 9.92002 -18.53687
H -26.79470 9.02189 -17.74456
H -27.14719 8.34461 -20.86264
H -25.53549 7.94689 -20.65632
H -26.53735 7.62229 -19.32229
H -22.86012 12.08838 -19.40039
H -23.80666 12.14661 -17.96041
H -23.79114 10.67048 -18.86641
H -25.64214 13.71278 -18.57071
H -25.97557 14.07397 -20.31567
H -24.42869 14.24880 -19.59728
O -22.25753 3.96835 -18.12427
P -21.35170 5.13854 -17.82761
N -19.65883 4.76264 -17.82512
C -18.69191 5.83494 -17.62537
C -19.13055 3.53052 -18.32881
N -21.59415 6.04076 -16.39194
C -20.97406 5.53447 -15.14957
C -22.81895 6.86014 -16.27867
N -21.57030 6.25509 -19.14762
C -21.07905 7.64432 -19.12815
C -21.87066 5.85202 -20.53896
H -17.85881 5.44424 -17.04107
H -19.22538 6.60550 -17.06881
H -18.42752 6.23339 -18.60487
H -19.04268 3.58118 -19.41408
H -19.69389 2.65880 -17.99585
H -18.15519 3.25158 -17.93010
H -21.75417 4.95241 -14.65892
H -20.09538 4.91194 -15.31834
H -20.61825 6.31030 -14.47165
H -23.10392 7.27993 -17.24338
H -23.46753 6.26676 -15.63419
H -22.53325 7.71840 -15.67051
H -20.11345 7.48206 -19.60709
H -21.75312 8.31144 -19.66544
H -20.80080 7.95914 -18.12238
H -22.11200 4.79169 -20.61356
H -20.97286 5.99641 -21.13995
H -22.72179 6.39426 -20.95086
O -18.56029 6.82805 -12.32627
P -17.13183 6.48828 -12.03410
N -16.71308 4.96734 -12.74147
C -16.97834 3.74182 -11.94614
C -17.01194 4.69898 -14.14466
N -16.63206 6.28553 -10.40091
C -17.59405 5.99557 -9.28406
C -15.28883 6.06897 -9.96623
N -15.98182 7.65545 -12.57995
C -14.69559 7.35456 -13.24486
C -16.12771 9.07728 -12.20476
H -16.20893 3.65088 -11.17945
H -17.15191 2.84981 -12.54804
H -17.93530 3.94873 -11.46705
H -16.80814 3.67882 -14.47000
H -16.26004 5.21865 -14.73852
H -17.99180 4.99881 -14.51624
H -17.43638 4.97466 -8.93623
H -17.52895 6.63507 -8.40378
H -18.58588 6.07514 -9.72907
H -15.22739 6.39274 -8.92724
H -14.99516 5.03250 -10.13234
H -14.56252 6.69414 -10.48559
H -14.80121 6.71044 -14.11781
H -14.20396 8.27768 -13.55189
H -13.98905 6.95505 -12.51734
H -16.93156 9.21108 -11.48085
H -16.34041 9.54559 -13.16577
H -15.18488 9.45726 -11.81132
C -25.01730 6.83693 -12.16045
C -24.12970 7.80997 -12.87868
O -24.53315 8.39636 -13.90070
N -22.95072 8.05617 -12.39454
C -21.97433 8.91137 -13.06424
H -25.93816 7.32289 -11.83803
H -24.61799 6.31175 -11.29278
H -25.16853 6.07779 -12.92787
H -22.76675 7.80827 -11.43287
H -22.15807 9.05270 -14.12931
H -21.03251 8.36290 -13.07996
H -21.81551 9.90812 -12.65271
C -19.26175 7.37459 -23.45082
C -20.60910 7.68279 -24.03452
O -21.62704 7.12464 -23.67464
N -20.68183 8.65762 -24.89322
C -21.86528 9.26737 -25.40518
H -18.79279 6.75877 -24.21824
H -19.30184 6.73525 -22.56894
H -18.72855 8.29960 -23.23137
H -19.77732 8.95729 -25.22812
H -22.29654 9.89547 -24.62568
H -22.57776 8.52724 -25.76943
H -21.60511 9.82882 -26.30249
C -14.30473 -1.57528 -21.22967
C -15.24033 -0.44362 -21.24506
O -14.95043 0.52495 -21.97824
N -16.28560 -0.43596 -20.44243
C -17.26818 0.69145 -20.45239
H -14.77314 -2.51579 -20.93962
H -13.55255 -1.40272 -20.45990
H -13.80442 -1.66119 -22.19425
H -16.55663 -1.30954 -20.01406
H -16.78345 1.65328 -20.61975
H -17.69825 0.72469 -19.45137
H -17.96711 0.51384 -21.26974
C -14.70150 8.70033 -17.16678
C -15.86826 8.87420 -18.19063
O -16.79452 9.62361 -17.86196
N -15.74027 8.32534 -19.39790
C -16.69906 8.40640 -20.44378
H -13.92062 8.02362 -17.51374
H -14.99124 8.13854 -16.27878
H -14.17007 9.59163 -16.83320
H -14.81867 7.98358 -19.63016
H -16.66017 7.55530 -21.12366
H -16.47008 9.27862 -21.05606
H -17.72591 8.50272 -20.09105
C -23.36126 0.24923 -18.44583
C -22.12471 0.16363 -17.53967
O -22.31499 0.27657 -16.34732
N -20.90076 0.02796 -18.13283
C -19.67743 -0.15983 -17.41508
H -24.04827 -0.57342 -18.24745
H -23.08310 0.05529 -19.48174
H -23.75264 1.25003 -18.26332
H -20.89116 -0.12811 -19.13066
H -19.14365 0.71539 -17.78544
H -19.20998 -1.08464 -17.75319
H -19.72519 -0.14569 -16.32622
C -24.68432 6.56341 -24.53983
C -24.52752 5.10385 -24.17676
O -25.42989 4.33157 -24.32874
N -23.29826 4.75488 -23.80099
C -22.77136 3.44645 -23.49965
H -25.67752 6.65853 -24.97871
H -23.86711 6.89855 -25.17855
H -24.61559 6.99033 -23.53927
H -22.60632 5.49002 -23.83065
H -21.74616 3.47054 -23.86910
H -23.37958 2.72600 -24.04656
H -22.76649 3.23881 -22.42962
C -23.70739 2.42305 -14.05195
C -23.58702 1.70207 -12.70009
O -22.52243 1.52033 -12.12005
N -24.68506 1.13026 -12.27449
C -24.81611 0.28986 -11.04306
H -23.57096 1.69451 -14.85115
H -22.88536 3.12880 -14.17148
H -24.64829 2.94748 -14.21863
H -25.50680 1.20757 -12.85662
H -24.80309 -0.77711 -11.26560
H -25.77371 0.56179 -10.59905
H -24.04733 0.45518 -10.28825
C -20.53105 11.19168 -17.28555
C -19.98394 10.52415 -16.00187
O -20.23607 11.02455 -14.91469
N -19.10132 9.55467 -16.16454
C -18.49697 8.78439 -15.08398
H -21.37723 10.53506 -17.48786
H -19.82187 11.19224 -18.11330
H -20.88728 12.21475 -17.16493
H -18.69135 9.53722 -17.08742
H -18.86064 9.00369 -14.08011
H -17.41344 8.90301 -15.08609
H -18.59697 7.73174 -15.34864
C -25.42107 4.34369 -16.60001
C -25.90345 4.43796 -18.07106
O -27.06061 4.78036 -18.30973
N -25.01783 4.06120 -18.98833
C -25.23247 4.15685 -20.39193
H -24.33191 4.30142 -16.60424
H -25.89453 3.54631 -16.02719
H -25.64342 5.26622 -16.06371
H -24.07090 3.89118 -18.68088
H -24.36136 4.65563 -20.81678
H -26.15494 4.69898 -20.59982
H -25.32091 3.18628 -20.88006
C -15.12064 4.21955 -18.50331
Cl -13.88985 4.66803 -17.24637
Cl -15.42844 2.49154 -18.28484
H -16.03622 4.77870 -18.31052
H -14.74122 4.28047 -19.52332
C -17.91021 3.82696 -22.55999
Cl -17.16002 4.67823 -21.22823
Cl -19.55309 3.49594 -22.13966
H -17.88608 4.45173 -23.45283
H -17.24585 2.97690 -22.71526
C -20.01727 2.09743 -14.54379
Cl -19.98170 3.05250 -13.12130
Cl -18.33921 1.72960 -15.04843
H -20.66732 1.24319 -14.35456
H -20.52349 2.66371 -15.32555
```

***

This record from the OMol25 dataset describes C4H9ClNOP in the gas phase. The level of theory is ωB97M-V/def2-TZVPD.

The value obtained for the lowest unoccupied orbital energy is 0.720 eV. The spin multiplicity is 1. As for the SMILES: CN(C)P(Cl)/C=C\O. The calculated total energy is -29641.6454 eV. The HOMO energy comes out at -8.65 eV. Its HOMO-LUMO gap is 9.365 eV. As for the relative energy (zero: lowest compared OMol25 entry of this formula, charge and spin): 1.4016 eV. As for the largest force on an atom: 3.93 eV Å⁻¹.

Structure (XYZ):
```
17
C4H9ClNOP (ωB97M-V/def2-TZVPD)
C -0.73950 0.93941 -1.60008
N -0.32889 0.87304 -0.18168
C -1.30782 0.58501 0.81257
P 1.24243 0.76827 0.38887
Cl 1.12481 1.79440 2.19649
C 1.23835 -0.98500 1.02678
C 1.23685 -1.98260 0.13763
O 1.01433 -1.72250 -1.12913
H -1.63058 1.56161 -1.51492
H -0.03794 1.39885 -2.19758
H -0.88171 -0.02389 -2.10228
H -1.52857 -0.41732 0.81255
H -1.17816 1.06039 1.77944
H -2.27511 1.03395 0.46074
H 1.72387 -1.03177 2.04886
H 1.45467 -3.07236 0.32000
H 0.87298 -0.77950 -1.25825
```

***

This record from the OMol25 dataset describes a molecular structure, C26H47MnNO2S4SbSi3. The level of theory is ωB97M-V/def2-TZVPD.

The value obtained for the lowest unoccupied orbital energy (spin up / spin down) is -7.891 / -5.633 eV. The spin multiplicity is 5. The calculated total energy is -138130.3747 eV. The HOMO energy (spin up / spin down) comes out at -13.15 / -13.18 eV. The net charge is +2. Its HOMO-LUMO gap (spin up / spin down) is 5.260 / 7.545 eV. As for the largest force on an atom: 3.51 eV Å⁻¹.

Structure (XYZ):
```
85
C26H47MnNO2S4SbSi3 (ωB97M-V/def2-TZVPD)
Mn -0.81601 -0.12092 0.48784
O -1.39905 -1.99404 0.47254
S -2.53998 -2.97411 0.72907
C -3.70660 -2.71850 -0.66645
C -3.17605 -3.54954 -1.81989
C -2.75819 -4.87879 -1.19880
C -1.89561 -4.53540 0.00667
H -3.77916 -1.65073 -0.87165
H -4.67471 -3.08305 -0.32701
H -2.31581 -3.05726 -2.28033
H -3.94024 -3.69103 -2.58507
H -2.20323 -5.50130 -1.90163
H -3.64498 -5.43395 -0.88885
H -0.86614 -4.31091 -0.26884
H -1.91051 -5.30210 0.77737
N -1.46209 -0.10496 2.80421
H -0.93022 -0.71721 3.41850
H -2.44652 -0.29556 2.97293
H -1.29385 0.85237 3.11017
C 5.28022 -0.32059 2.03200
Si 3.55001 -0.22679 2.81066
C 3.18589 -1.81451 3.79742
C 3.31898 1.34802 3.85446
Sb 1.65695 -0.16769 0.82970
Si 2.62477 2.11216 -0.38460
C 1.72372 2.04782 -2.06282
C 4.52421 2.08822 -0.59693
C 2.03253 3.41818 0.86273
Si 2.34846 -2.49971 -0.33395
C 1.24490 -2.48623 -1.89470
C 4.20464 -2.57868 -0.74782
C 1.83390 -3.86037 0.91004
H 6.02311 -0.37482 2.82316
H 5.51503 0.54993 1.43184
H 5.40614 -1.20074 1.41287
H 3.82841 -1.86463 4.67188
H 3.38709 -2.69998 3.20321
H 2.15732 -1.85998 4.14261
H 3.94053 1.29967 4.74446
H 2.29049 1.47824 4.17837
H 3.61954 2.23543 3.30541
H 2.02210 1.18556 -2.65360
H 1.94743 2.93699 -2.64285
H 0.64853 2.01161 -1.91552
H 4.91831 1.11336 -0.86215
H 5.03366 2.43231 0.29787
H 4.79786 2.77270 -1.39294
H 1.01027 3.19993 1.16006
H 2.04905 4.41287 0.42999
H 2.65306 3.43881 1.75316
H 1.55340 -1.70094 -2.58046
H 0.20847 -2.29587 -1.62143
H 1.29141 -3.42739 -2.43491
H 4.59864 -1.62392 -1.07920
H 4.37374 -3.29754 -1.54313
H 4.78709 -2.91057 0.10540
H 0.94800 -3.56675 1.46998
H 2.62815 -4.05129 1.62606
H 1.63160 -4.80560 0.41559
O -0.88254 1.64828 0.26708
C -1.99902 2.07802 -0.46251
C -3.28880 1.55564 0.15096
C -4.32173 0.92103 -0.47861
C -5.43085 0.70033 0.36791
C -5.23749 1.18288 1.61980
S -3.70023 1.92959 1.79870
C -1.90614 1.54614 -1.88061
C -2.05422 2.17511 -3.07473
C -1.83775 1.31520 -4.17925
C -1.52294 0.05025 -3.82130
S -1.53484 -0.13886 -2.10337
C -2.07052 3.58520 -0.54138
C -3.18131 4.37316 -0.52007
C -2.88986 5.73581 -0.74611
C -1.56734 5.96308 -0.93754
S -0.64569 4.51586 -0.85427
H -4.31319 0.64165 -1.51870
H -6.33499 0.21706 0.04390
H -5.90775 1.14987 2.45461
H -2.30425 3.21547 -3.17723
H -1.90576 1.64208 -5.19984
H -1.31223 -0.79494 -4.44581
H -4.17955 4.01408 -0.35436
H -3.63893 6.50521 -0.77112
H -1.07073 6.89257 -1.12884
```

***

Question: calculated total energy of number 6 (C26H47MnNO2S4SbSi3)?
Answer: -138130.3747 eV